A:
Entry from the Open Molecules 2025 dataset: 2 unconnected molecules or ions with the total composition C8H16N2 (ωB97M-V/def2-TZVPD).

Each line ends with the Mulliken charge.
CARTESIAN COORDINATES (ANGSTROEM)
C (-0.65263, 1.41501, -1.18294)  -0.936
C (-0.38222, -0.05055, -1.60856)  0.053
C (-1.53921, -0.94646, -1.30607)  0.305
C (-2.21183, -1.81746, -2.10463)  -0.694
N (-3.16939, -2.41444, -1.30994)  -0.101
C (-3.00774, -1.89170, -0.06616)  -0.265
N (-2.07272, -0.98931, -0.03425)  -0.465
H (-1.34760, 1.35103, -0.34928)  0.334
H (-1.07106, 2.04259, -1.96901)  0.339
H (0.30024, 1.79605, -0.84383)  0.109
H (-0.05701, -0.07366, -2.65116)  0.306
H (0.44537, -0.44587, -1.03036)  -0.050
H (-2.02710, -2.11913, -3.11974)  0.389
H (-3.59823, -3.30745, -1.48726)  0.245
H (-3.64500, -2.17555, 0.75624)  0.422
C (1.26317, 0.94884, 2.53887)  -0.847
C (2.69316, 0.78226, 2.01511)  -0.233
C (2.76855, 0.87055, 0.48907)  -0.750
H (0.51755, 0.62004, 1.79896)  0.061
H (0.98662, 0.33614, 3.40286)  0.329
H (0.99098, 1.96882, 2.80548)  0.292
H (3.25953, 1.58738, 2.48327)  0.247
H (3.12155, -0.16400, 2.33690)  0.299
H (2.03635, 1.55460, 0.07539)  0.001
H (3.75576, 1.25652, 0.25315)  0.376
H (2.64289, -0.13428, 0.10790)  0.236

Output
HOMO energy ... -8.6 eV
Frontier orbital gap ... 9.56 eV
SMILES string ... CCc1c[nH]cn1.CCC


B:
Entry from the Open Molecules 2025 dataset: a molecular structure, C8H16N2 (ωB97M-V/def2-TZVPD).

Each line ends with the Mulliken charge.
CARTESIAN COORDINATES (ANGSTROEM)
C (-1.79425, -0.81246, 0.09076)  1.757
C (2.45677, 0.36025, -0.42402)  0.216
C (-0.90506, -1.01864, 1.32485)  -1.086
C (0.16327, 0.02622, 1.00851)  -0.861
C (-2.93339, 0.19058, 0.34762)  -1.600
C (2.96092, 1.38248, 0.53867)  -1.158
C (2.17792, 0.66068, -1.74690)  -1.044
N (-2.23105, -2.06370, -0.52744)  -0.742
C (-0.72000, -0.15143, -0.73463)  -0.411
N (-0.48088, 0.18838, -1.86110)  -0.813
H (2.52029, -0.67675, -0.12283)  0.422
H (-2.64463, -1.88129, -1.43598)  0.284
H (-2.93527, -2.50398, 0.05584)  0.265
H (-0.47644, -2.02077, 1.29138)  0.357
H (-1.41252, -0.88406, 2.28562)  0.343
H (1.08644, -0.18768, 1.53613)  0.505
H (-0.09549, 1.04595, 1.28809)  0.244
H (-3.42133, 0.45798, -0.59114)  0.371
H (-2.56468, 1.10635, 0.81417)  0.338
H (-3.66623, -0.26662, 1.01674)  0.404
H (0.76249, 0.56836, -1.91147)  0.486
H (4.05661, 1.35805, 0.54120)  0.341
H (2.64732, 1.18351, 1.56260)  0.343
H (2.64977, 2.39087, 0.25512)  0.323
H (2.35411, -0.10263, -2.49936)  0.365
H (2.44531, 1.65036, -2.10242)  0.354

Output
HOMO energy ... -8.0 eV
Frontier orbital gap ... 8.73 eV


Which structure wins on stability? A wins.


A:
Entry from the Open Molecules 2025 dataset: 2 unconnected molecules or ions with the total composition C8H16N2 (ωB97M-V/def2-TZVPD).

Each line ends with the Mulliken charge.
CARTESIAN COORDINATES (ANGSTROEM)
C (-3.48897, 1.87757, 1.91409)  -1.043
C (-3.19066, 0.42157, 2.20539)  0.678
C (-3.76652, -0.72192, 1.72156)  -0.562
N (-2.98586, -1.79054, 2.14268)  -0.072
C (-1.82819, -1.22168, 2.59489)  -0.239
N (-1.93656, 0.07273, 2.68373)  -0.577
H (-4.08908, 2.34634, 2.69010)  0.244
H (-4.12161, 1.99506, 1.03329)  0.316
H (-2.59407, 2.48818, 1.77169)  0.304
H (-4.76733, -0.81467, 1.32332)  0.335
H (-3.22096, -2.72146, 1.84078)  0.214
H (-1.05597, -1.83478, 3.05615)  0.404
C (1.94326, -0.67660, -0.67887)  -1.411
C (2.35497, 0.25601, -1.78372)  0.781
C (3.82070, 0.84997, -1.48952)  -1.334
C (2.36957, -0.33805, -3.18560)  -1.308
H (1.09993, -1.33108, -0.94851)  0.330
H (1.64311, -0.34574, 0.31635)  0.379
H (2.81218, -1.32399, -0.48142)  0.298
H (1.69948, 1.12482, -1.79616)  0.169
H (3.84249, 1.22987, -0.47632)  0.368
H (4.66216, 0.15151, -1.56575)  0.328
H (3.78372, 1.68079, -2.19053)  0.380
H (1.32141, -0.46393, -3.57278)  0.339
H (2.83635, 0.41036, -3.81768)  0.372
H (2.85646, -1.32033, -3.30717)  0.306

Output
HOMO energy ... -8.7 eV
Frontier orbital gap ... 9.52 eV
SMILES string ... Cc1c[nH]cn1.CC(C)C


B:
Entry from the Open Molecules 2025 dataset: a molecular structure, C8H16N2 (ωB97M-V/def2-TZVPD).

Each line ends with the Mulliken charge.
CARTESIAN COORDINATES (ANGSTROEM)
C (0.71073, -1.34494, -1.31126)  -1.247
C (1.17003, 0.13084, -1.35432)  -1.012
C (-0.07622, -1.47038, -0.02821)  0.361
C (-1.02636, -0.20210, 0.15174)  1.040
C (0.76480, 0.66620, 0.03898)  0.870
C (-1.53874, -0.07786, 1.51469)  -1.707
C (-2.00733, 0.16655, -0.95317)  -1.963
C (1.00194, 2.14607, 0.15828)  -1.526
N (0.94194, -1.42689, 1.02790)  -0.618
N (1.23378, -0.01600, 1.19220)  -0.333
H (0.17076, -1.74394, -2.11166)  0.430
H (1.55975, -1.93770, -1.08087)  0.538
H (2.26904, 0.16500, -1.39943)  0.399
H (0.90121, 0.59392, -2.36017)  0.240
H (-0.40101, -2.58087, 0.17305)  0.362
H (-2.38507, -0.64059, 1.69202)  0.472
H (-2.00541, 0.99371, 1.63942)  0.355
H (-0.78095, 0.06421, 2.42966)  0.305
H (-2.23735, 1.18291, -0.75898)  0.418
H (-2.81028, -0.40641, -0.69092)  0.500
H (-1.55856, 0.05028, -1.86277)  0.475
H (0.68739, 2.54964, 1.20594)  0.322
H (0.53627, 2.64242, -0.72353)  0.319
H (2.10398, 2.19434, 0.09594)  0.373
H (0.57407, -1.80196, 1.98783)  0.314
H (2.20161, 0.10352, 1.32764)  0.313

Output
HOMO energy ... -7.6 eV
Frontier orbital gap ... 8.50 eV


Which structure wins on stability? A wins.


A:
Entry from the Open Molecules 2025 dataset: 2 unconnected molecules or ions with the total composition C4H12OSi (ωB97M-V/def2-TZVPD).

Each line ends with the Mulliken charge.
CARTESIAN COORDINATES (ANGSTROEM)
C (1.20772, 1.31732, 1.11456)  -0.897
Si (0.41603, -0.37722, 1.66534)  0.468
C (-0.64625, 0.31653, 3.11368)  -1.035
H (1.89649, 1.43332, 0.20333)  0.293
H (0.33410, 1.93158, 0.95456)  0.251
H (1.64526, 1.70366, 2.08431)  0.277
H (-0.48057, -0.97836, 0.64493)  -0.133
H (1.13306, -1.57589, 2.28322)  -0.135
H (-1.39430, 0.94485, 2.77537)  0.351
H (-0.97960, -0.62710, 3.48953)  0.256
H (0.00236, 0.87927, 3.71611)  0.304
C (0.03654, -1.10184, -3.14616)  -0.839
C (-1.19832, -0.19720, -3.10045)  0.142
O (-1.24782, 0.76997, -2.39693)  -0.437
H (-0.07818, -2.05768, -2.55359)  0.234
H (0.37591, -1.40321, -4.14852)  0.342
H (0.96685, -0.59877, -2.83444)  0.238
H (-1.98929, -0.37924, -3.86484)  0.319

Output
HOMO energy ... -10.0 eV
Frontier orbital gap ... 11.01 eV
SMILES string ... C[SiH2]C.CC=O


B:
Entry from the Open Molecules 2025 dataset: C4H12OSi in the gas phase (ωB97M-V/def2-TZVPD).

Each line ends with the Mulliken charge.
CARTESIAN COORDINATES (ANGSTROEM)
C (-0.70370, -0.28773, -2.08211)  -1.106
C (-0.92187, -0.89693, -0.72246)  -0.433
Si (-0.07973, 0.19964, 0.61885)  0.544
C (1.34225, 1.17483, -0.12346)  -1.173
C (0.65386, -0.78577, 1.99098)  -1.013
O (-1.14295, 1.33695, 1.20206)  -0.541
H (-1.29502, 0.60808, -2.30716)  0.302
H (-0.86541, -1.00426, -2.89594)  0.321
H (0.33029, 0.07473, -2.17464)  0.261
H (-1.96543, -0.92663, -0.39039)  0.289
H (-0.50273, -1.92181, -0.67373)  0.303
H (1.87996, 1.76550, 0.60734)  0.341
H (2.02600, 0.55930, -0.68552)  0.351
H (0.88471, 1.90240, -0.77997)  0.332
H (1.73581, -0.94275, 1.89786)  0.308
H (0.17016, -1.74989, 2.00094)  0.320
H (0.44548, -0.20464, 2.91548)  0.293
H (-1.99165, 1.09899, 1.60185)  0.300

Output
HOMO energy ... -9.8 eV
Frontier orbital gap ... 10.49 eV
SMILES string ... CC[Si](C)(C)O


Which structure wins on stability? B wins.